C38H54F3N6O5S | the ωB97M-V functional and the def2-TZVPD basis

The net charge is +1. The calculation puts the LUMO energy at -3.24 eV. The HOMO energy comes out at -10.81 eV. As for the HOMO-LUMO gap: 0.27834 hartree.

Last column: Mulliken charge in e.
Geometry (Å):
C  -1.6735  -1.7044  3.3068  -0.121
C  -1.1153  -1.8725  2.2619  -0.527
N  -0.5982  -2.2806  1.0484  0.301
C  -1.0557  -1.8475  -0.1025  0.263
N  -2.0687  -0.9585  -0.2992  0.485
C  -3.3916  -1.1924  0.3858  -0.656
C  -3.7756  -2.6555  0.5654  0.142
C  -5.0841  -2.8472  1.3699  -1.125
C  -6.0816  -1.6821  1.2480  -0.612
C  -6.8599  -1.6903  -0.0988  -0.465
O  -6.2067  -0.9829  -1.1272  -0.379
C  -6.3110  0.4280  -1.0010  -0.094
C  -7.7145  0.9946  -1.2182  -1.047
C  -2.3675  -1.0805  -1.7513  -2.462
C  -1.0069  -1.4182  -2.3960  0.859
C  -1.1321  -2.3672  -3.6010  -1.224
C  -1.4350  -1.6970  -4.9558  -1.098
C  -2.9237  -1.6453  -5.3069  1.009
F  -3.3308  -0.4081  -5.5571  -0.289
F  -3.7187  -2.1244  -4.3552  -0.265
F  -3.1529  -2.3261  -6.4261  -0.316
S  -0.2195  0.2164  -2.7063  1.765
C  0.1616  1.1018  -1.1720  -1.216
O  1.0102  0.0936  -3.4789  -0.709
O  -1.2008  1.0216  -3.4214  -0.731
N  -0.4649  -2.2577  -1.2783  0.360
C  1.0324  -2.2219  -1.3099  -1.093
C  1.6892  -3.4991  -0.6957  -0.967
C  3.1186  -3.6212  -1.2928  -1.351
C  3.9328  -2.3164  -1.2885  -0.247
C  4.0765  -1.6641  0.0927  -0.491
O  5.2666  -0.8473  0.1154  -0.281
C  5.0980  0.3489  -0.5293  0.793
C  4.2743  1.4655  0.0875  -0.910
O  5.6565  0.5349  -1.5710  -0.603
H  -1.9961  -1.7432  4.3241  0.444
H  0.1680  -2.9379  1.1113  0.256
H  -3.3405  -0.7197  1.3726  0.486
H  -4.1433  -0.6429  -0.1771  -0.054
H  -3.0006  -3.2489  1.0635  0.335
H  -3.9223  -3.1492  -0.4048  0.297
H  -4.8194  -2.9423  2.4302  0.335
H  -5.5984  -3.7698  1.0962  0.398
H  -6.8424  -1.8371  2.0236  0.481
H  -5.6517  -0.7019  1.4649  0.214
H  -7.8694  -1.3257  0.1138  0.226
H  -6.9617  -2.7406  -0.3854  0.448
H  -5.6850  0.8392  -1.8015  0.200
H  -5.8645  0.8029  -0.0684  0.300
H  -7.6231  2.0815  -1.0981  0.110
H  -8.0599  0.8350  -2.2407  0.324
H  -8.4494  0.6625  -0.4857  0.374
H  -3.0198  -1.9146  -2.0305  0.483
H  -2.9133  -0.2019  -2.0929  0.584
H  -0.1913  -2.9117  -3.7209  0.588
H  -1.8655  -3.1259  -3.3249  0.680
H  -0.9694  -2.3122  -5.7278  0.472
H  -1.0181  -0.6978  -5.0732  0.419
H  -0.6519  1.8148  -1.0268  0.425
H  0.2408  0.4743  -0.2854  0.206
H  1.0764  1.6557  -1.3800  0.540
H  1.3953  -1.3733  -0.7286  0.089
H  1.3712  -2.1812  -2.3427  0.975
H  1.8385  -3.2955  0.3759  0.421
H  1.0835  -4.3851  -0.8823  0.405
H  3.6831  -4.4337  -0.8337  0.468
H  2.9706  -3.9037  -2.3438  0.371
H  4.9483  -2.5750  -1.6023  0.583
H  3.5843  -1.5666  -2.0051  0.158
H  3.2407  -1.0080  0.3703  0.247
H  4.2295  -2.3910  0.8937  0.231
H  3.2631  1.1445  0.3542  0.165
H  4.2305  2.2817  -0.6312  0.382
H  4.7330  1.8664  0.9963  0.243
N  -7.2549  4.4105  0.3790  -0.318
C  -7.6347  5.1149  -0.6886  0.053
C  -7.9217  6.4701  -0.6563  -0.657
C  -7.8130  7.1352  0.5535  -0.137
C  -7.4221  6.4226  1.6753  -0.497
C  -7.1550  5.0704  1.5339  -0.197
H  -7.7105  4.5546  -1.6146  0.312
H  -8.2231  6.9892  -1.5555  0.347
H  -8.0299  8.1935  0.6215  0.375
H  -7.3262  6.9039  2.6386  0.352
H  -6.8435  4.4748  2.3851  0.346
N  10.7311  1.1859  1.4410  -0.541
C  10.8482  1.5022  0.1502  -0.265
C  9.7915  1.4813  -0.7483  -0.629
C  8.5426  1.1057  -0.2817  -0.114
C  8.4020  0.7699  1.0539  0.065
C  9.5205  0.8293  1.8691  -0.241
H  11.8444  1.7868  -0.1700  0.366
H  9.9445  1.7517  -1.7841  0.404
H  7.6815  1.0709  -0.9359  0.421
H  7.4423  0.4702  1.4567  0.300
H  9.4539  0.5807  2.9225  0.236
N  5.5688  0.9444  4.6141  -0.529
C  5.5391  1.9681  5.4688  -0.219
C  6.6002  2.3191  6.2884  -0.383
C  7.7596  1.5640  6.2219  -0.268
C  7.8112  0.4952  5.3425  -0.423
C  6.6950  0.2309  4.5648  -0.184
H  4.6120  2.5303  5.4905  0.357
H  6.5195  3.1620  6.9606  0.360
H  8.6107  1.8053  6.8456  0.391
H  8.6975  -0.1191  5.2605  0.451
H  6.6911  -0.5935  3.8592  0.458

Cartesian forces (eV/Å) of the 3 atoms listed first:
0.723 -0.450 0.142
-0.318 -0.471 -0.389
-0.227 0.656 1.859